Entry 1:
A molecular structure, C6H16BCaCsF3K2O19P4S3, computed with ωB97M-V with the def2-TZVPD basis set.

Each line ends with the Mulliken charge.
CARTESIAN COORDINATES (ANGSTROEM)
O (2.427, -1.777, -1.605)  -0.708
P (1.810, -1.006, -0.420)  0.621
C (0.840, 0.471, -1.117)  -0.404
P (-0.770, -0.338, -1.717)  0.156
P (-2.543, 0.593, -0.867)  1.008
O (-3.141, 1.543, -1.912)  -0.667
O (-2.272, 1.459, 0.542)  -0.454
O (-3.708, -0.624, -0.651)  -0.497
O (0.810, 1.541, -0.106)  -0.103
S (2.272, 2.325, -0.378)  1.255
O (2.353, 3.779, -0.019)  -0.597
O (3.506, 1.774, 0.250)  -0.629
O (2.582, 2.049, -2.037)  -0.461
C (1.396, 1.215, -2.401)  -0.731
P (0.174, 2.611, -2.999)  0.292
S (1.039, 4.375, -3.094)  -0.627
H (2.763, -0.642, 0.580)  0.058
H (0.857, -1.908, 0.182)  -0.057
H (-0.828, -0.067, -3.138)  0.063
H (-1.729, 0.958, 1.189)  0.364
H (-4.136, -0.654, -1.532)  0.324
H (1.774, 0.506, -3.238)  1.080
H (-0.880, 2.643, -2.027)  0.259
H (-0.234, 2.212, -4.317)  0.272
Cs (2.751, 2.918, -4.357)  1.162
F (-0.653, 4.178, -1.204)  -0.828
K (0.341, 6.657, -3.663)  0.648
O (3.944, -1.447, -5.855)  -0.857
H (4.027, -2.076, -5.132)  0.238
O (-1.966, -1.568, -4.215)  -0.811
H (-1.416, -2.331, -4.416)  0.221
C (-2.178, 0.215, 5.352)  -1.229
C (-2.584, -1.181, 4.900)  -0.523
O (-1.878, -1.392, 3.690)  -0.150
S (-0.461, -0.616, 3.749)  1.106
O (0.549, -1.544, 4.139)  -0.608
O (-0.347, 0.217, 2.592)  -0.393
O (-0.799, 0.331, 5.032)  -0.345
H (-2.724, 0.986, 4.795)  0.431
H (-2.332, 0.363, 6.419)  0.830
H (-3.658, -1.272, 4.739)  0.433
H (-2.258, -1.940, 5.619)  0.360
O (5.951, 6.102, -1.104)  -0.638
H (5.042, 5.787, -1.154)  0.315
H (6.268, 5.764, -0.259)  0.326
K (-3.201, 0.785, 7.677)  1.088
Ca (6.045, 0.180, -6.393)  1.324
B (-1.187, -5.592, 0.377)  0.458
O (-0.806, -4.175, 0.183)  -0.360
C (-1.266, -3.497, 1.214)  0.610
O (-1.124, -2.302, 1.367)  -0.175
C (-1.970, -4.414, 2.139)  0.298
O (-2.505, -4.103, 3.179)  -0.609
O (-1.928, -5.641, 1.656)  -0.432
F (-0.026, -6.403, 0.453)  -0.351
F (-2.017, -6.025, -0.685)  -0.353

## Properties
DFT total energy   -175494.634 eV
Frontier orbital gap   1.6577 eV
HOMO   -7.608 eV
Molecular weight   931.26 g mol⁻¹
Net charge   +1



Entry 2:
A molecular structure, C31H35BN, computed with ωB97M-V with the def2-TZVPD basis set.

Each line ends with the Mulliken charge.
CARTESIAN COORDINATES (ANGSTROEM)
C (1.234, 1.330, 1.837)  1.927
C (2.469, 1.013, 1.055)  0.507
C (2.719, -0.343, 0.806)  -0.368
C (3.752, -0.749, -0.027)  -0.710
C (4.659, 0.227, -0.477)  -0.777
C (4.477, 1.574, -0.144)  -0.838
C (3.361, 1.969, 0.588)  -0.312
C (0.736, 2.756, 2.009)  -0.498
C (0.122, 2.886, 3.271)  0.031
C (-0.244, 4.149, 3.743)  -0.652
C (0.093, 5.284, 2.976)  -0.558
C (0.630, 5.147, 1.686)  -0.905
C (0.901, 3.855, 1.184)  -0.091
C (0.304, 1.638, 4.023)  -0.153
C (1.085, 0.747, 3.246)  0.508
C (1.619, -0.401, 3.809)  -0.175
C (1.470, -0.624, 5.188)  -0.970
C (0.703, 0.261, 5.963)  -0.577
C (0.056, 1.367, 5.369)  -0.685
H (2.104, -1.106, 1.278)  0.395
H (3.812, -1.807, -0.299)  0.432
H (5.486, -0.072, -1.114)  0.407
H (5.171, 2.355, -0.472)  0.422
H (3.231, 3.017, 0.831)  0.695
H (-0.755, 4.219, 4.706)  0.364
H (-0.074, 6.291, 3.370)  0.386
H (0.850, 6.026, 1.069)  0.400
H (1.259, 3.687, 0.167)  0.580
H (2.153, -1.129, 3.209)  0.455
H (1.957, -1.496, 5.637)  0.410
H (0.602, 0.070, 7.038)  0.380
H (-0.621, 2.014, 5.934)  0.396
C (0.423, 0.558, -2.022)  -1.313
C (-0.584, -0.364, -2.718)  0.793
C (-1.504, 0.544, -3.527)  -1.537
N (-1.390, -1.340, -1.888)  0.834
C (-2.392, -1.971, -2.775)  -0.294
C (-1.997, -2.693, -3.876)  -0.183
C (-3.017, -3.248, -4.667)  -0.999
C (-4.351, -3.010, -4.327)  -0.498
C (-4.696, -2.279, -3.178)  -1.069
C (-3.684, -1.775, -2.376)  0.520
C (-0.545, -2.470, -1.333)  0.834
C (-1.398, -3.527, -0.650)  -1.615
C (0.576, -2.081, -0.392)  -1.971
B (-2.531, -0.641, -0.905)  0.213
H (0.491, 0.814, 1.284)  -0.263
H (1.117, 0.889, -2.818)  0.416
H (-0.064, 1.450, -1.587)  0.469
H (1.053, 0.093, -1.259)  -0.028
H (-0.013, -1.011, -3.397)  0.059
H (-0.954, 1.437, -3.885)  0.463
H (-1.874, 0.023, -4.416)  0.382
H (-2.368, 0.911, -2.947)  0.313
H (-0.933, -2.815, -4.099)  0.390
H (-2.720, -3.861, -5.520)  0.451
H (-5.146, -3.398, -4.961)  0.454
H (-5.730, -2.101, -2.903)  0.497
H (-3.819, -1.214, -1.412)  0.730
H (-0.055, -2.921, -2.209)  0.150
H (-0.755, -4.290, -0.188)  0.493
H (-2.025, -3.104, 0.140)  0.326
H (-2.030, -4.058, -1.363)  0.391
H (1.125, -3.005, -0.115)  0.396
H (1.368, -1.453, -0.827)  0.325
H (0.192, -1.618, 0.539)  0.470
H (-2.570, 0.539, -1.048)  -0.018
H (-2.521, -1.167, 0.165)  -0.010

## Properties
DFT total energy   -34873.672 eV
Frontier orbital gap   6.8768 eV
HOMO   -10.069 eV
Molecular weight   432.44 g mol⁻¹
Net charge   +1
Energy relative to the best compared isomer or geometry (same formula, charge and spin)   85.4 kJ/mol



Entry 3:
2 unconnected molecules or ions with the total composition C39H51NP, computed with ωB97M-V with the def2-TZVPD basis set.

Each line ends with the Mulliken charge.
CARTESIAN COORDINATES (ANGSTROEM)
C (-1.775, 1.950, -5.377)  -0.635
C (-2.873, 1.454, -4.432)  -1.059
C (-2.352, 0.597, -3.284)  -0.552
C (-1.135, 1.217, -2.566)  -0.293
P (-0.473, 0.172, -1.136)  0.767
C (-2.125, -0.013, -0.215)  -0.292
C (-1.942, -0.803, 1.084)  0.325
C (-3.253, -0.985, 1.848)  -1.204
C (-3.950, 0.350, 2.120)  -0.362
C (-4.116, 1.187, 0.846)  -1.140
C (-2.812, 1.342, 0.051)  -0.799
C (-0.466, -1.511, -2.018)  -0.026
C (0.206, -1.510, -3.396)  -0.865
C (0.112, -2.888, -4.054)  -0.991
C (0.636, -4.029, -3.168)  -0.780
C (0.079, -3.975, -1.742)  -1.298
C (0.208, -2.572, -1.145)  0.623
C (-0.025, 1.738, -3.513)  -0.691
C (-0.593, 2.605, -4.641)  -1.016
H (-1.410, 1.124, -6.007)  0.324
H (-2.209, 2.682, -6.069)  0.429
H (-3.411, 2.319, -4.020)  0.341
H (-3.608, 0.874, -4.999)  0.401
H (-3.174, 0.461, -2.570)  0.191
H (-2.114, -0.411, -3.650)  0.117
H (-1.495, 2.116, -2.034)  1.059
H (-2.768, -0.611, -0.887)  1.159
H (-1.489, -1.783, 0.897)  -0.455
H (-1.237, -0.256, 1.716)  -0.181
H (-3.916, -1.632, 1.259)  0.405
H (-3.049, -1.502, 2.794)  0.437
H (-4.936, 0.167, 2.563)  0.447
H (-3.379, 0.925, 2.865)  -0.013
H (-4.871, 0.712, 0.201)  0.348
H (-4.498, 2.186, 1.098)  0.451
H (-2.117, 2.008, 0.593)  0.097
H (-3.063, 1.854, -0.889)  0.316
H (-1.532, -1.776, -2.140)  1.012
H (-0.262, -0.786, -4.073)  0.196
H (1.263, -1.211, -3.286)  0.269
H (-0.943, -3.087, -4.302)  0.324
H (0.660, -2.872, -5.004)  0.411
H (0.378, -4.991, -3.626)  0.471
H (1.735, -3.989, -3.134)  0.288
H (-0.979, -4.273, -1.741)  0.390
H (0.613, -4.687, -1.100)  0.402
H (1.273, -2.318, -1.069)  -0.499
H (-0.187, -2.575, -0.122)  -0.436
H (0.691, 2.324, -2.920)  0.361
H (0.551, 0.907, -3.941)  0.266
H (0.204, 2.829, -5.360)  0.387
H (-0.922, 3.566, -4.220)  0.327
C (-1.541, 0.553, 6.556)  -0.828
N (-0.194, 0.955, 6.194)  0.145
C (0.747, 1.081, 7.295)  -0.999
C (0.267, 0.733, 4.900)  -0.054
C (-0.380, 1.366, 3.803)  -0.552
C (0.164, 1.259, 2.531)  -0.156
C (1.183, 0.317, 2.268)  0.784
C (1.741, 0.224, 0.935)  1.796
C (2.499, -0.942, 0.513)  -1.084
C (3.459, -0.534, -0.464)  0.345
C (4.459, -1.407, -0.872)  -0.451
C (4.498, -2.691, -0.319)  -0.921
C (3.514, -3.121, 0.588)  -1.100
C (2.508, -2.249, 1.009)  0.567
C (3.370, 0.918, -0.599)  0.546
C (2.332, 1.387, 0.271)  0.750
C (2.264, 2.745, 0.596)  -0.270
C (3.251, 3.601, 0.105)  -0.988
C (4.277, 3.132, -0.726)  -0.716
C (4.326, 1.786, -1.103)  -0.879
C (1.744, -0.396, 3.351)  -1.282
C (1.374, -0.112, 4.653)  -0.588
H (-2.200, 0.621, 5.686)  0.204
H (-1.556, -0.486, 6.924)  0.291
H (-1.905, 1.211, 7.353)  0.314
H (1.572, 1.742, 7.003)  0.324
H (0.221, 1.525, 8.146)  0.331
H (1.165, 0.110, 7.597)  0.347
H (-1.222, 2.035, 3.985)  0.722
H (-0.223, 1.857, 1.701)  0.029
H (5.209, -1.053, -1.580)  0.459
H (5.303, -3.376, -0.591)  0.434
H (3.553, -4.136, 0.992)  0.464
H (1.732, -2.564, 1.707)  0.521
H (1.467, 3.113, 1.240)  0.526
H (3.242, 4.650, 0.404)  0.451
H (5.054, 3.818, -1.066)  0.431
H (5.122, 1.385, -1.730)  0.443
H (2.539, -1.119, 3.175)  0.551
H (1.915, -0.559, 5.487)  0.338

## Properties
DFT total energy   -52043.635 eV
Frontier orbital gap   5.5240 eV
HOMO   -10.655 eV
Molecular weight   564.82 g mol⁻¹
Net charge   +1
Energy relative to the best compared isomer or geometry (same formula, charge and spin)   70.2 kJ/mol



Entry 4:
A molecular structure, C38H47N2P2S3SbV, computed with ωB97M-V with the def2-TZVPD basis set.

Each line ends with the Mulliken charge.
CARTESIAN COORDINATES (ANGSTROEM)
V (-0.220, 0.231, 0.758)  -0.620
S (2.014, -0.005, 0.165)  -0.577
P (1.806, 2.034, 0.335)  0.371
C (0.115, 2.110, 0.606)  1.197
P (-1.384, 2.598, -0.082)  0.916
S (-2.354, 0.793, 0.017)  -0.805
C (-1.218, 3.121, -1.789)  1.120
C (-0.497, 2.304, -2.663)  -0.389
C (-0.315, 2.693, -3.976)  -0.874
C (-0.856, 3.894, -4.425)  -0.639
C (-1.585, 4.699, -3.564)  -0.879
C (-1.771, 4.316, -2.242)  -0.553
C (-2.223, 3.868, 0.860)  0.304
C (-1.572, 5.086, 1.065)  0.244
C (-2.172, 6.065, 1.837)  -0.852
C (-3.421, 5.831, 2.403)  -0.634
C (-4.070, 4.624, 2.196)  -0.719
C (-3.472, 3.635, 1.427)  -0.883
C (2.378, 2.851, -1.151)  0.850
C (3.129, 2.189, -2.115)  -0.496
C (3.525, 2.870, -3.258)  -0.800
C (3.165, 4.196, -3.438)  -0.579
C (2.414, 4.860, -2.473)  -0.727
C (2.022, 4.190, -1.329)  -0.049
C (2.674, 2.649, 1.781)  1.174
C (2.249, 3.845, 2.360)  -0.154
C (2.913, 4.351, 3.465)  -0.689
C (3.995, 3.660, 3.999)  -0.655
C (4.420, 2.471, 3.423)  -0.717
C (3.764, 1.964, 2.310)  -0.496
H (-0.073, 1.368, -2.312)  0.174
H (0.250, 2.066, -4.653)  0.491
H (-0.713, 4.197, -5.453)  0.460
H (-2.017, 5.625, -3.920)  0.471
H (-2.348, 4.943, -1.575)  0.419
H (-0.606, 5.271, 0.613)  0.393
H (-1.673, 7.012, 1.996)  0.486
H (-3.890, 6.599, 3.002)  0.437
H (-5.044, 4.448, 2.631)  0.455
H (-3.975, 2.689, 1.272)  0.405
H (3.403, 1.150, -1.978)  0.449
H (4.118, 2.360, -4.005)  0.458
H (3.473, 4.720, -4.333)  0.455
H (2.139, 5.896, -2.615)  0.483
H (1.441, 4.710, -0.575)  0.126
H (1.395, 4.377, 1.955)  0.130
H (2.589, 5.283, 3.910)  0.474
H (4.513, 4.055, 4.863)  0.440
H (5.269, 1.941, 3.834)  0.485
H (4.105, 1.042, 1.853)  0.529
C (-1.840, -1.717, -2.562)  -1.104
N (-2.645, -2.154, -1.428)  0.290
C (-3.999, -2.435, -1.487)  -0.269
C (-4.388, -2.810, -0.252)  -0.587
N (-3.263, -2.743, 0.542)  0.118
C (-2.202, -2.340, -0.176)  0.171
S (-0.587, -2.182, 0.412)  -0.468
H (-2.107, -0.695, -2.828)  0.441
H (-2.017, -2.382, -3.404)  0.419
H (-0.792, -1.763, -2.278)  0.298
H (-4.555, -2.346, -2.403)  0.487
H (-5.345, -3.122, 0.123)  0.440
H (-3.203, -2.991, 1.516)  0.198
C (-0.700, 3.037, 3.959)  -1.068
C (0.146, 1.938, 4.587)  1.273
C (-0.197, 1.741, 6.060)  -1.606
Sb (0.034, 0.104, 3.461)  0.321
C (1.878, -0.928, 3.893)  0.951
C (1.720, -2.409, 3.567)  -1.179
C (2.385, -0.665, 5.306)  -1.480
C (-1.549, -1.134, 4.243)  0.645
C (-2.894, -0.443, 4.024)  -1.226
C (-1.354, -1.571, 5.692)  -1.393
H (-0.557, 3.969, 4.513)  0.574
H (-1.765, 2.797, 3.991)  0.323
H (-0.424, 3.220, 2.920)  -0.156
H (1.205, 2.197, 4.486)  -0.313
H (-1.262, 1.548, 6.193)  0.330
H (0.032, 2.664, 6.599)  0.472
H (0.363, 0.936, 6.532)  0.393
H (2.570, -0.478, 3.178)  -0.094
H (0.974, -2.891, 4.201)  0.210
H (2.668, -2.923, 3.737)  0.466
H (1.433, -2.577, 2.527)  0.267
H (1.708, -1.038, 6.073)  0.230
H (2.561, 0.397, 5.486)  0.308
H (3.338, -1.183, 5.438)  0.516
H (-1.481, -2.010, 3.591)  0.262
H (-2.978, 0.470, 4.616)  0.240
H (-3.706, -1.103, 4.339)  0.468
H (-3.054, -0.179, 2.974)  0.206
H (-1.457, -0.738, 6.384)  0.237
H (-0.388, -2.041, 5.864)  0.274
H (-2.122, -2.304, 5.949)  0.507

## Properties
DFT total energy   -126447.044 eV
Frontier orbital gap (spin up / spin down)   7.4678 / 8.1565 eV
HOMO (spin up / spin down)   -13.692 / -13.707 eV
Molecular weight   862.66 g mol⁻¹
Net charge   +2
Energy relative to the best compared isomer or geometry (same formula, charge and spin)   0.0 kJ/mol
<S²>   0.8773
Multiplicity   2



Entry 5:
A single C2H6N3P molecule, computed with ωB97M-V with the def2-TZVPD basis set.

Each line ends with the Mulliken charge.
CARTESIAN COORDINATES (ANGSTROEM)
C (0.376, -1.213, -0.290)  -0.073
C (1.397, -0.130, -0.999)  -0.393
N (-0.426, -0.918, 0.606)  -0.162
N (1.286, 1.191, -0.522)  -0.740
N (-2.313, 0.542, 1.037)  -0.538
P (-0.678, 0.383, 1.450)  0.134
H (0.572, -2.251, -0.604)  0.355
H (2.229, -0.559, -0.644)  0.308
H (1.329, -0.239, -2.072)  0.382
H (1.596, 1.245, 0.501)  0.204
H (-2.538, 0.752, 0.024)  0.283
H (-2.830, 1.197, 1.515)  0.240

## Properties
DFT total energy   -15927.230 eV
Frontier orbital gap (spin up / spin down)   7.1468 / 7.6293 eV
HOMO (spin up / spin down)   -7.422 / -7.871 eV
Molecular weight   103.06 g mol⁻¹
Net charge   0
Energy relative to the best compared isomer or geometry (same formula, charge and spin)   258.5 kJ/mol